The following is a quantum chemistry calculation of an isolated molecule of C6H6N4O2 in a non-equilibrium geometry, from the Open Molecules 2025 dataset.

HOMO energy (eV): -8.730
Lowest unoccupied orbital energy (eV): -0.21
SMILES string: Cc1[nH]n2ccnc2c1[N+](=O)[O-]
ΔE to the lowest compared entry with this formula, charge and spin (kJ/mol): 560.7
Kohn-Sham gap (eV): 8.516
Charge: 0
Calculated total energy (hartree): -601.5597

The geometry in XYZ format:
```
18
Properties=species:S:1:pos:R:3:mulliken_charge:R:1
O 3.235 0.287 -0.010 -0.57
O 2.639 -1.795 -0.094 -0.63
N 0.712 2.409 -0.023 -0.57
N -0.978 0.929 0.230 0.38
N -1.234 -0.406 0.255 -0.44
N 2.400 -0.584 0.034 0.91
C 1.048 -0.243 0.171 -0.04
C -0.030 -1.090 0.121 0.72
C -0.186 -2.532 -0.075 -1.22
C -0.538 2.974 -0.073 -0.45
C 0.415 1.150 0.234 -0.09
C -1.574 2.102 -0.033 0.07
H -1.131 -2.554 -0.681 0.35
H -2.682 2.205 -0.028 0.35
H 0.656 -2.918 -0.610 0.36
H -0.367 -3.059 0.904 0.24
H -0.298 4.070 -0.420 0.33
H -2.087 -0.946 0.099 0.29
```

The following is a quantum chemistry calculation of a structure of composition BaF30P5 in a non-equilibrium geometry, from the Open Molecules 2025 dataset.

Multiplicity: 2
HOMO energy (spin up / spin down) (eV): -7.241 / -7.241
<S²>: 0.755
Lowest unoccupied orbital energy (spin up / spin down) (eV): 4.47 / -4.43
Kohn-Sham gap (spin up / spin down) (eV): 11.708 / 2.813
Charge: -2
Calculated total energy (hartree): -4729.4677

The geometry in XYZ format:
```
36
Properties=species:S:1:pos:R:3:lowdin_spin:R:1
Ba 14.019 11.594 3.307 0.00
P 16.394 11.383 0.586 0.00
P 15.718 14.755 3.712 -0.04
P 16.342 9.635 5.720 0.00
P 11.671 11.645 0.517 0.00
P 11.682 13.155 5.485 0.00
F 13.125 12.415 5.610 0.00
F 11.048 10.369 -0.276 0.00
F 15.854 10.926 -0.867 0.01
F 10.995 12.113 6.589 0.00
F 10.306 12.458 0.398 0.00
F 17.405 8.439 5.648 0.00
F 16.676 11.787 2.165 0.05
F 10.168 13.737 5.110 0.01
F 15.162 12.397 0.664 0.01
F 16.639 10.039 7.294 0.00
F 16.144 13.312 4.357 0.02
F 17.678 10.399 0.549 0.00
F 11.089 10.840 1.840 0.00
F 15.227 10.809 5.631 0.00
F 12.991 10.669 0.664 0.00
F 12.320 14.091 4.326 0.04
F 16.080 9.343 4.125 0.00
F 17.258 12.584 -0.061 0.00
F 16.924 14.518 2.639 0.19
F 15.482 16.246 3.153 0.03
F 17.459 10.789 5.301 0.00
F 12.282 12.289 -0.820 0.00
F 14.544 14.158 2.745 0.04
F 15.134 8.590 6.115 0.00
F 11.456 12.004 4.341 0.01
F 11.830 14.355 6.594 0.00
F 12.388 12.776 1.467 0.00
F 16.824 15.358 4.745 0.33
F 15.498 10.196 1.260 0.01
F 14.604 15.120 4.885 0.30
```

The following is a quantum chemistry calculation of a cluster of 5 separate species, C14H40Cl2O16P4 in total in a non-equilibrium geometry, from the Open Molecules 2025 dataset.

Multiplicity: 2
HOMO energy (spin up / spin down) (eV): 0.317 / -7.902
<S²>: 0.750
Lowest unoccupied orbital energy (spin up / spin down) (eV): 2.38 / 2.31
Kohn-Sham gap (spin up / spin down) (eV): 2.063 / 10.211
Charge: -1
Calculated total energy (hartree): -4047.2753

The geometry in XYZ format:
```
76
Properties=species:S:1:pos:R:3:lowdin_spin:R:1
Cl -1.857 -1.406 -0.138 0.17
Cl 1.546 -0.975 -0.397 0.02
P 3.120 -2.526 2.786 0.00
P -1.439 -2.963 -4.056 0.00
P -3.135 2.413 -5.172 0.00
P 1.636 3.832 4.777 0.01
O -0.642 -1.619 -3.844 0.00
O -3.392 3.842 -4.936 0.01
O 2.632 4.688 4.066 0.01
O 4.113 -2.671 4.047 0.00
O 1.917 3.908 6.372 0.01
O 3.696 -1.571 1.765 0.00
O 1.627 2.303 4.331 0.01
O -4.033 1.306 -4.338 0.01
O 1.797 -2.239 3.504 0.02
O 0.012 4.254 4.562 0.03
O 2.896 -4.098 2.215 0.00
O -3.477 1.927 -6.663 0.00
O -2.011 -3.272 -5.426 0.00
O -0.349 -4.026 -3.554 0.00
O -1.624 1.914 -4.971 0.00
O -2.557 -2.870 -2.903 0.00
C -0.058 -4.203 -2.177 0.01
C 1.452 -1.105 4.185 0.04
C -3.719 -2.089 -3.016 0.01
C 2.741 4.897 6.896 0.01
C -0.924 3.371 5.103 0.09
C -1.084 1.911 -3.661 0.03
C 3.826 -4.912 1.617 0.00
C 1.168 2.158 2.979 0.05
C 0.344 0.291 -0.250 0.04
C -0.856 -0.221 0.661 0.08
C -5.365 1.699 -3.961 0.02
C 4.768 -1.544 4.611 0.01
C -3.220 0.506 -6.985 0.00
C 0.613 -1.289 -4.532 0.00
H -2.827 -0.149 -6.209 0.00
H -0.035 -5.290 -2.107 0.00
H -4.500 -2.833 -3.170 0.00
H -0.269 -0.720 1.432 0.01
H 0.683 2.974 2.442 0.03
H 4.629 -4.209 1.395 0.00
H -5.516 1.422 -2.918 0.01
H -4.211 0.096 -7.183 0.00
H -1.751 3.977 5.474 0.01
H 5.824 -1.776 4.750 0.00
H -5.598 2.761 -4.042 0.00
H -2.567 0.613 -7.851 0.00
H -1.370 0.720 0.856 0.08
H -0.736 2.918 -3.431 0.01
H -6.068 1.107 -4.547 0.00
H 0.603 -0.345 -5.077 0.00
H 2.854 5.795 6.287 0.00
H 1.339 -1.586 5.156 0.01
H 0.848 1.192 0.098 0.02
H -1.291 2.750 4.286 0.05
H 1.406 -1.223 -3.787 0.00
H 4.407 -1.345 5.620 0.00
H -0.633 2.680 5.894 0.02
H 0.556 -0.693 3.720 0.02
H -0.208 1.338 -3.357 0.00
H -3.908 -1.547 -2.089 0.00
H -0.083 0.610 -1.201 0.01
H 2.064 1.860 2.434 0.01
H 3.443 -5.509 0.790 0.00
H 2.175 5.048 7.815 0.00
H 0.937 -3.897 -1.854 0.00
H 0.975 -1.939 -5.328 0.00
H 4.903 -0.634 4.026 0.00
H -3.892 -1.465 -3.893 0.00
H 2.221 -0.341 4.297 0.00
H 0.390 1.408 2.839 0.02
H 3.692 4.380 7.024 0.00
H 4.133 -5.652 2.356 0.00
H -1.901 1.844 -2.943 0.02
H -0.879 -3.963 -1.501 0.00
```

The following is a quantum chemistry calculation of a cluster of 9 separate species, C28H52NO32S9 in total in a non-equilibrium geometry, from the Open Molecules 2025 dataset.

HOMO energy (eV): -2.938
Lowest unoccupied orbital energy (eV): 1.42
Kohn-Sham gap (eV): 4.359
Charge: -1
Calculated total energy (hartree): -7143.9449

The geometry in XYZ format:
```
122
Properties=species:S:1:pos:R:3:mulliken_charge:R:1
S -8.360 -5.683 -5.918 1.20
S 1.935 10.545 -1.090 1.10
S -2.858 -3.484 -1.151 1.13
S 6.584 -7.165 -1.500 1.09
S -8.039 -1.646 -4.458 1.09
S 0.529 6.122 1.274 1.13
S 5.045 -2.183 1.834 -0.47
S -8.262 0.000 -0.412 0.90
S 8.539 -0.658 6.692 1.11
O -6.781 -1.088 -3.636 -0.24
O -8.648 -1.329 0.404 -0.34
O 1.854 10.426 -2.684 -0.31
O 5.606 -5.902 -1.427 -0.31
O 2.763 11.644 -0.747 -0.56
O -7.351 -2.975 -5.040 -0.18
O 7.090 -7.260 -2.823 -0.54
O 1.163 6.104 0.003 -0.53
O -7.745 -0.368 -1.681 -0.26
O -8.296 -0.751 -5.534 -0.64
O 7.660 -0.600 5.362 -0.25
O -7.031 0.454 0.517 -0.33
O -9.061 -2.043 -3.560 -0.52
O 1.522 6.802 2.334 -0.28
O -3.073 -2.594 -2.236 -0.52
O 9.875 -1.009 6.354 -0.57
O 8.251 0.489 7.476 -0.55
O -8.894 -4.686 -5.075 -0.43
O -3.910 -3.850 -0.272 -0.57
O -2.177 -4.822 -1.709 -0.33
O -1.617 -2.956 -0.300 -0.22
O 2.754 9.195 -0.820 -0.28
O -9.319 0.935 -0.263 -0.59
O -0.580 7.281 1.254 -0.30
O -0.025 4.959 1.860 -0.53
O 5.973 -8.271 -0.856 -0.54
O -9.183 -5.683 -7.298 -0.32
O -6.973 -5.755 -6.214 -0.59
O 7.735 -6.597 -0.542 -0.32
O 0.624 10.391 -0.565 -0.52
O 7.843 -1.938 7.356 -0.33
O -8.831 -7.135 -5.404 -0.32
N 2.986 -0.689 2.934 0.05
C -7.644 -1.616 1.385 -0.19
C 3.771 -1.464 2.513 0.16
C 3.150 -0.160 4.379 -1.09
C 0.817 0.196 -0.879 -1.08
C 2.695 9.357 -3.142 -0.34
C 6.949 -1.842 5.202 0.30
C 7.557 -5.182 -0.366 -0.31
C 2.250 2.674 0.486 -0.77
C -9.883 -7.633 -6.234 -0.35
C -0.596 -3.962 -0.231 -0.33
C 6.663 -2.295 6.611 -0.41
C -0.322 8.229 2.295 -0.42
C -0.757 -4.753 -1.510 -0.33
C 2.724 8.370 -1.995 -0.24
C 6.060 -4.982 -0.417 -0.21
C -5.933 -2.878 -4.873 -0.33
C 0.544 0.786 0.484 0.79
C 1.415 1.582 1.131 0.08
C 4.086 2.769 2.331 0.85
C 4.069 1.072 4.396 -0.49
C 1.177 8.183 2.489 -0.05
C -9.631 -7.009 -7.591 -0.34
C 3.035 3.546 1.472 -1.14
C 3.512 2.364 3.724 -0.73
C -0.755 0.427 1.197 -1.32
C -7.069 -0.265 1.753 -0.36
C -5.750 -2.081 -3.602 -0.26
C 4.728 1.643 1.513 -1.64
H -8.833 -7.529 -8.125 0.29
H 6.043 -1.699 4.621 -0.23
H 1.541 3.330 -0.034 0.39
H -0.927 1.097 2.040 0.36
H 6.485 -3.365 6.676 0.31
H -1.591 0.442 0.494 0.38
H -6.073 -0.335 2.181 0.33
H 0.384 -3.499 -0.146 0.33
H -6.889 -2.259 0.926 0.18
H 5.785 -3.964 -0.678 0.23
H 7.990 -4.857 0.576 0.29
H 2.419 2.334 3.725 0.37
H -0.851 7.904 3.195 0.31
H -7.724 0.273 2.442 0.28
H -9.856 -8.719 -6.265 0.31
H 5.108 2.098 0.583 0.48
H 3.592 7.717 -2.026 0.36
H 1.479 1.423 2.208 0.01
H 3.768 3.199 4.397 0.47
H 7.607 -2.543 4.683 0.28
H 0.049 0.461 -1.618 0.32
H -5.901 -2.700 -2.714 0.19
H -0.334 -5.752 -1.441 0.32
H -0.624 -0.576 1.640 0.22
H -10.837 -7.305 -5.814 0.28
H 4.040 0.855 1.207 0.06
H -4.776 -1.609 -3.549 0.35
H -5.491 -3.869 -4.818 0.31
H -5.522 -2.345 -5.735 0.27
H 5.084 0.823 4.066 -0.04
H 4.158 1.300 5.468 0.36
H 3.688 9.767 -3.343 0.30
H 4.887 3.495 2.527 0.48
H 0.874 -0.895 -0.774 0.06
H 2.293 8.924 -4.054 0.30
H -8.085 -2.126 2.237 0.30
H 2.143 0.158 4.688 0.30
H 2.380 4.124 2.128 0.08
H 3.631 4.238 0.858 0.37
H -0.318 -4.230 -2.362 0.29
H 5.590 -5.251 0.530 0.29
H -0.783 -4.579 0.649 0.24
H 1.817 7.764 -1.961 0.20
H 5.812 -1.759 7.034 0.30
H 1.482 8.545 3.467 0.31
H 1.803 0.530 -1.209 0.34
H 5.617 1.252 2.013 0.46
H 1.695 8.748 1.713 0.02
H 2.897 2.245 -0.290 0.38
H -0.674 9.215 2.004 0.33
H -10.523 -6.978 -8.211 0.31
H 8.057 -4.671 -1.192 0.31
```

The following is a quantum chemistry calculation of a cluster of 2 separate species, C3H12NP2 in total in a non-equilibrium geometry, from the Open Molecules 2025 dataset.

Multiplicity: 3
HOMO energy (spin up / spin down) (eV): -11.423 / -13.001
<S²>: 2.010
Lowest unoccupied orbital energy (spin up / spin down) (eV): -2.89 / -8.32
ΔE to the lowest compared entry with this formula, charge and spin (kJ/mol): 31.4
Kohn-Sham gap (spin up / spin down) (eV): 8.533 / 4.677
Charge: +1
Calculated total energy (hartree): -858.4556

The geometry in XYZ format:
```
18
Properties=species:S:1:pos:R:3:lowdin_spin:R:1
P 2.887 -0.145 1.565 0.09
P -2.095 -0.135 -1.953 0.56
N 0.467 0.078 -0.141 0.46
C 1.200 -0.710 0.849 0.03
C -1.412 -0.939 -0.533 0.62
C -0.027 1.414 0.445 0.02
H 0.659 2.192 0.014 0.01
H -1.768 -0.841 0.499 0.02
H -0.940 1.719 0.002 0.01
H -0.043 1.628 1.545 0.00
H 1.515 -1.559 0.297 0.00
H -1.193 -2.051 -0.701 0.05
H -1.689 -1.005 -3.041 0.03
H 0.664 -1.038 1.673 0.00
H -3.413 -0.578 -2.009 0.09
H 1.124 0.120 -0.997 0.00
H 2.597 1.130 2.181 0.00
H 3.347 0.638 0.478 0.00
```

The following is a quantum chemistry calculation of a cluster of 2 separate species, C2H2Cl4O in total in a non-equilibrium geometry, from the Open Molecules 2025 dataset.

HOMO energy (spin up / spin down) (eV): -7.627 / -8.537
Lowest unoccupied orbital energy (spin up / spin down) (eV): -1.09 / 0.26
ΔE to the lowest compared entry with this formula, charge and spin (kJ/mol): 343.2
Kohn-Sham gap (spin up / spin down) (eV): 6.537 / 8.796
Charge: 0
Calculated total energy (hartree): -1993.2565

The geometry in XYZ format:
```
9
Properties=species:S:1:pos:R:3:mulliken_charge:R:1
Cl 1.325 0.400 2.629 -0.14
Cl -1.409 0.997 2.146 -0.13
Cl -0.639 -1.683 2.591 -0.10
Cl 0.080 -0.735 -0.412 -0.04
O 0.737 0.588 -2.596 -0.43
C -0.172 -0.161 -1.975 0.02
C -0.188 -0.218 1.920 0.20
H 1.574 0.820 -1.990 0.34
H -1.307 -0.006 -2.312 0.28
```

charge of number 1 (C6H6N4O2)?
0